{"formula": "C2H2O3S", "method": "the ωB97M-V functional and the def2-TZVPD basis", "species": ["O", "C", "O", "C", "O", "S", "H", "H"], "coordinates": [[1.637034, -0.653185, 0.400728], [0.624621, 0.014151, 0.568215], [0.323527, 0.860889, 1.541213], [-0.492302, -0.057229, -0.530980], [-0.278908, -0.866168, -1.507076], [-1.818602, 0.861114, -0.442692], [-0.547158, 1.189840, 1.243666], [0.551788, -1.349413, -1.273076]], "forces_ev_per_angstrom": [[-1.58, 1.05, 0.61], [0.76, -0.71, -0.94], [1.01, -1.03, -0.52], [-0.43, 0.98, 1.01], [1.30, -1.32, -0.25], [-0.29, 0.32, 0.16], [-0.62, 0.56, 0.29], [-0.15, 0.16, -0.36]], "mulliken_charge": [-0.57, 0.74, -0.37, 0.38, -0.44, -0.40, 0.25, 0.40], "homo_energy_ha": -0.366, "orbital_gap_ev": 8.97, "charge": 0, "smiles": "O=C(O)C(O)=S", "de_lowest_kcal_mol": 10.2, "e_tot_ev": -19084.001}